Here is a 2-piece molecular cluster, C9H10N2 overall at a distorted geometry from the OMol25 dataset. Energies are from the ωB97M-V functional and the def2-TZVPD basis.

Bonds (Å) are listed after each position.
Element x y z (Å)
1 C 2.030 0.905 2.284  C2 1.352, N10 1.312, H12 1.034
2 C 2.136 1.314 0.999  C1 1.352, N11 1.359, H13 1.054
3 C 0.204 0.456 1.379  C6 1.419, N10 1.322, N11 1.371
4 C -2.334 -0.074 0.973  C6 1.209, H14 1.078
5 C 0.061 -2.648 0.098  C7 1.192, H15 1.027
6 C -1.182 0.183 1.233  C3 1.419, C4 1.209
7 C -0.767 -2.397 -0.722  C5 1.192, C8 1.438
8 C -1.868 -2.145 -1.611  C7 1.438, H16 1.169, H17 1.113, H18 1.050
9 C 0.784 1.148 -1.069  N11 1.483, H19 1.185, H20 1.164, H21 1.096
10 N 0.922 0.225 2.464  C1 1.312, C3 1.322
11 N 0.936 1.084 0.405  C2 1.359, C3 1.371, C9 1.483
12 H 2.795 0.860 2.976  C1 1.034
13 H 2.900 1.895 0.566  C2 1.054
14 H -3.387 -0.175 0.760  C4 1.078
15 H 0.870 -2.990 0.631  C5 1.027
16 H -1.307 -1.932 -2.615  C8 1.169
17 H -2.505 -1.257 -1.397  C8 1.113
18 H -2.381 -3.045 -1.782  C8 1.050
19 H 0.879 2.281 -1.408  C9 1.185
20 H 1.774 0.629 -1.390  C9 1.164
21 H -0.138 0.713 -1.473  C9 1.096

The gap between HOMO and LUMO is 9.099 eV. The relative energy (zero: lowest compared OMol25 entry of this formula, charge and spin) is 123.6 kcal/mol. The largest force on an atom comes out at 3.71 eV Å⁻¹. Its LUMO energy is 0.029 hartree. The HOMO energy comes out at -8.30 eV. For the total energy, the calculation gives -458.27351 Ha. Its SMILES is C#Cc1nccn1C.C#CC.



Here is an isolated ion of composition C9H10N2 and charge +2 at a distorted geometry from the OMol25 dataset. Energies are from the ωB97M-V functional and the def2-TZVPD basis.

Bonds (Å) are listed after each position.
Element x y z (Å)
1 C -2.136 1.397 -0.562  C2 1.380, C3 1.334, H12 1.102
2 C -0.784 1.658 -0.478  C1 1.380, C4 1.457, H13 1.107
3 C -2.692 0.238 -0.202  C1 1.334, N10 1.328, H14 1.102
4 C 0.159 0.810 0.240  C2 1.457, C5 1.398, C6 1.402
5 C -0.583 -0.352 0.471  C4 1.398, N10 1.282
6 C 1.389 1.268 0.734  C4 1.402, C7 1.425, H15 1.042
7 C 2.710 0.766 0.558  C6 1.425, N11 1.276, H16 1.085
8 C 3.692 -1.032 -0.868  N11 1.246, H17 1.025, H18 1.126
9 C -2.247 -2.042 0.458  N10 1.477, H19 1.079, H20 1.057, H21 1.052
10 N -1.800 -0.655 0.212  C3 1.328, C5 1.282, C9 1.477
11 N 3.060 -0.140 -0.269  C7 1.276, C8 1.246
12 H -2.682 2.211 -1.065  C1 1.102
13 H -0.087 2.395 -0.922  C2 1.107
14 H -3.743 0.075 0.087  C3 1.102
15 H 1.149 2.243 1.012  C6 1.042
16 H 3.473 1.276 1.138  C7 1.085
17 H 4.241 -0.751 -1.687  C8 1.025
18 H 3.725 -2.001 -0.295  C8 1.126
19 H -1.404 -2.710 0.382  C9 1.079
20 H -2.565 -2.374 1.410  C9 1.057
21 H -2.875 -2.281 -0.352  C9 1.052

The gap between HOMO and LUMO (spin up / spin down) is 7.573 / 7.909 eV. The charge is +2. The relative energy (zero: lowest compared OMol25 entry of this formula, charge and spin) is 84.1 kcal/mol. The largest force on an atom comes out at 5.02 eV Å⁻¹. Its LUMO energy (spin up / spin down) is -0.384 / -0.345 hartree. The HOMO energy (spin up / spin down) comes out at -18.03 / -17.30 eV. For the total energy, the calculation gives -457.58873 Ha.



Here is a 2-piece molecular cluster, C9H10N2O overall at a distorted geometry from the OMol25 dataset. Energies are from the ωB97M-V functional and the def2-TZVPD basis.

Bonds (Å) are listed after each position.
Element x y z (Å)
1 C -1.537 1.897 0.735  C6 1.294
2 C 1.839 -1.785 0.090  C3 1.311, C4 1.458, H13 1.060
3 C 1.771 -0.575 0.590  C2 1.311, N11 1.397, H14 1.051
4 C 0.708 -2.400 -0.595  C2 1.458, C5 1.396, O12 1.222
5 C -0.338 -1.495 -0.789  C4 1.396, C8 1.555, N10 1.289
6 C -2.276 2.382 -0.210  C1 1.294, H15 1.052, H16 1.136
7 C 0.552 1.538 0.574  C9 1.450, N11 1.351
8 C -1.709 -1.900 -1.400  C5 1.555, H17 1.130, H18 1.030, H19 1.099
9 C 1.405 2.260 1.497  C7 1.450, H20 1.154, H21 0.988, H22 1.173
10 N -0.357 -0.263 -0.410  C5 1.289, N11 1.328
11 N 0.685 0.233 0.248  C3 1.397, C7 1.351, N10 1.328
12 O 0.772 -3.576 -0.919  C4 1.222
13 H 2.490 -2.607 0.240  C2 1.060
14 H 2.552 -0.005 1.002  C3 1.051
15 H -3.288 2.559 0.019  C6 1.052
16 H -2.080 2.528 -1.319  C6 1.136
17 H -2.435 -2.171 -0.577  C8 1.130
18 H -1.548 -2.810 -1.855  C8 1.030
19 H -2.047 -1.142 -2.120  C8 1.099
20 H 1.261 3.405 1.505  C9 1.154
21 H 2.324 2.174 1.146  C9 0.988
22 H 1.256 1.754 2.546  C9 1.173

The gap between HOMO and LUMO (spin up / spin down) is 7.328 / 7.767 eV. As for the spin multiplicity: 3. The relative energy (zero: lowest compared OMol25 entry of this formula, charge and spin) is 91.0 kcal/mol. The largest force on an atom comes out at 5.04 eV Å⁻¹. Its LUMO energy (spin up / spin down) is 0.012 / -0.055 hartree. The HOMO energy (spin up / spin down) comes out at -7.00 / -9.25 eV. For the total energy, the calculation gives -533.36939 Ha.



Here is one molecule with the formula C9H10N2O2 at a distorted geometry from the OMol25 dataset. Energies are from the ωB97M-V functional and the def2-TZVPD basis.

Bonds (Å) are listed after each position.
Element x y z (Å)
1 C 0.345 0.592 -0.084  C2 1.389, C3 1.410, C4 1.778
2 C -0.845 1.040 0.474  C1 1.389, C7 1.524, N11 1.389
3 C 1.211 1.704 -0.075  C1 1.410, C9 1.490, N10 1.321
4 C 0.317 -1.063 -0.732  C1 1.778, C5 1.362, O13 1.332
5 C -0.575 -1.900 -0.132  C4 1.362, C6 1.448, C8 1.559
6 C -0.893 -3.241 -0.574  C5 1.448, O12 1.198, H14 1.186
7 C -1.921 0.115 1.030  C2 1.524, C8 1.549, H15 1.120, H16 1.114
8 C -1.325 -1.314 1.103  C5 1.559, C7 1.549, H17 1.074, H18 1.029
9 C 2.420 1.845 -0.933  C3 1.490, H19 1.102, H20 1.129, H21 0.984
10 N 0.581 2.768 0.391  C3 1.321, N11 1.361
11 N -0.659 2.379 0.794  C2 1.389, N10 1.361, H22 0.988
12 O -1.681 -4.031 -0.136  C6 1.198
13 O 1.302 -1.257 -1.607  C4 1.332, H23 0.950
14 H -0.234 -3.659 -1.467  C6 1.186
15 H -2.199 0.300 2.099  C7 1.120
16 H -2.811 0.380 0.415  C7 1.114
17 H -2.223 -1.833 1.380  C8 1.074
18 H -0.705 -1.336 1.923  C8 1.029
19 H 2.343 2.607 -1.726  C9 1.102
20 H 3.263 2.161 -0.251  C9 1.129
21 H 2.665 0.949 -1.258  C9 0.984
22 H -1.112 2.967 1.446  N11 0.988
23 H 1.601 -2.157 -1.546  O13 0.950

The gap between HOMO and LUMO is 9.116 eV. The relative energy (zero: lowest compared OMol25 entry of this formula, charge and spin) is 78.6 kcal/mol. The largest force on an atom comes out at 5.47 eV Å⁻¹. Its LUMO energy is 0.007 hartree. The HOMO energy comes out at -8.93 eV. For the total energy, the calculation gives -608.83751 Ha. Its SMILES is Cc1n[nH]c2c1C(O)=C(C=O)CC2.



Here is one molecule with the formula C9H10N2O2 at a distorted geometry from the OMol25 dataset. Energies are from the ωB97M-V functional and the def2-TZVPD basis.

Bonds (Å) are listed after each position.
Element x y z (Å)
1 C -1.000 -0.682 -1.989  C6 1.408, N10 1.139
2 C -0.853 1.849 -0.122  C3 1.343, N11 1.386, H14 1.167
3 C -0.951 0.677 0.528  C2 1.343, C4 1.510, C7 1.484
4 C 0.064 -0.355 0.097  C3 1.510, C6 1.312, O13 1.439
5 C 0.763 1.721 -1.873  N11 1.196, O12 1.166
6 C 0.012 -0.979 -1.056  C1 1.408, C4 1.312, C8 1.469
7 C -2.007 0.312 1.505  C3 1.484, H15 1.086, H16 1.143, H17 1.092
8 C 1.016 -1.989 -1.415  C6 1.469, H18 1.052, H19 1.030, H20 1.033
9 C 1.515 -0.036 2.053  O13 1.358, H21 1.068, H22 1.152, H23 1.080
10 N -1.678 -0.517 -2.889  C1 1.139
11 N 0.012 2.267 -1.119  C2 1.386, C5 1.196
12 O 1.559 1.314 -2.621  C5 1.166
13 O 1.206 -0.693 0.906  C4 1.439, C9 1.358
14 H -1.724 2.625 -0.091  C2 1.167
15 H -2.034 1.013 2.334  C7 1.086
16 H -1.696 -0.703 1.930  C7 1.143
17 H -3.011 0.320 1.075  C7 1.092
18 H 1.131 -2.114 -2.454  C8 1.052
19 H 0.962 -2.821 -0.809  C8 1.030
20 H 1.874 -1.572 -1.020  C8 1.033
21 H 2.147 0.815 1.925  C9 1.068
22 H 2.090 -0.833 2.653  C9 1.152
23 H 0.602 0.381 2.451  C9 1.080

The gap between HOMO and LUMO (spin up / spin down) is 6.472 / 6.532 eV. As for the spin multiplicity: 3. The relative energy (zero: lowest compared OMol25 entry of this formula, charge and spin) is 45.3 kcal/mol. The largest force on an atom comes out at 11.43 eV Å⁻¹. Its LUMO energy (spin up / spin down) is 0.022 / -0.100 hartree. The HOMO energy (spin up / spin down) comes out at -5.86 / -9.25 eV. For the total energy, the calculation gives -608.70712 Ha.



Here is a 2-piece molecular cluster, C9H10N2O3S overall at a distorted geometry from the OMol25 dataset. Energies are from the ωB97M-V functional and the def2-TZVPD basis.

Bonds (Å) are listed after each position.
Element x y z (Å)
1 C -2.495 1.858 -0.995  C2 1.451, C3 1.319, H16 1.050
2 C -1.801 1.045 -1.975  C1 1.451, O14 1.253, H17 1.118
3 C -2.997 1.375 0.125  C1 1.319, N10 1.178
4 C 2.319 -2.260 -1.209  C5 1.365, C6 1.404, H18 1.069
5 C 2.900 -1.146 -0.676  C4 1.365, C7 1.366, H19 1.031
6 C 0.950 -2.465 -0.977  C4 1.404, C8 1.369, H20 1.152
7 C 2.127 -0.172 -0.110  C5 1.366, C9 1.373, H21 1.121
8 C 0.313 -1.625 -0.104  C6 1.369, C9 1.411, H23 1.099
9 C 0.792 -0.327 0.172  C7 1.373, C8 1.411, S15 1.800
10 N -3.728 0.892 0.912  C3 1.178, H22 1.068
11 N 0.884 0.912 2.559  S15 1.645, H24 1.030, H25 1.022
12 O -0.161 2.146 0.673  S15 1.428
13 O -1.343 0.225 1.624  S15 1.451
14 O -1.965 -0.197 -2.022  C2 1.253
15 S -0.085 0.834 1.232  C9 1.800, N11 1.645, O12 1.428, O13 1.451
16 H -2.422 2.902 -1.081  C1 1.050
17 H -0.863 1.554 -2.307  C2 1.118
18 H 2.906 -2.804 -1.918  C4 1.069
19 H 3.907 -1.005 -0.847  C5 1.031
20 H 0.486 -3.431 -1.399  C6 1.152
21 H 2.640 0.820 -0.028  C7 1.121
22 H -3.502 0.644 1.926  N10 1.068
23 H -0.705 -1.786 0.277  C8 1.099
24 H 1.112 1.852 2.914  N11 1.030
25 H 0.733 0.159 3.234  N11 1.022

The gap between HOMO and LUMO is 8.726 eV. The relative energy (zero: lowest compared OMol25 entry of this formula, charge and spin) is 69.1 kcal/mol. The largest force on an atom comes out at 4.17 eV Å⁻¹. Its LUMO energy is 0.010 hartree. The HOMO energy comes out at -8.44 eV. For the total energy, the calculation gives -1082.24984 Ha. Its SMILES is NS(=O)(=O)c1ccccc1.N=C=CC=O.



Here is one molecule with the formula C9H10N2O5S from the OMol25 dataset. Energies are from the ωB97M-V functional and the def2-TZVPD basis.

Bonds (Å) are listed after each position.
Element x y z (Å)
1 O 1.141 -1.669 2.277  C2 1.199
2 C 1.091 -1.670 1.079  O1 1.199, C3 1.518, H18 1.106
3 C -0.154 -2.123 0.337  C2 1.518, C4 1.530, H19 1.094, H20 1.094
4 C -1.254 -1.073 0.164  C3 1.530, O5 1.433, C9 1.533, H21 1.099
5 O -1.251 -0.028 1.145  C4 1.433, C6 1.372
6 C -2.205 0.857 0.712  O5 1.372, O7 1.182, O8 1.358
7 O -2.770 1.625 1.410  C6 1.182
8 O -2.415 0.693 -0.619  C6 1.358, C9 1.459
9 C -1.449 -0.274 -1.130  C4 1.533, O8 1.459, C10 1.535, H22 1.092
10 C -0.346 0.562 -1.795  C9 1.535, C11 1.534, H23 1.093, H24 1.095
11 C 1.042 -0.064 -1.984  C10 1.534, S12 1.835, H25 1.089, H26 1.094
12 S 2.434 0.853 -1.215  C11 1.835, C13 1.739
13 C 1.723 1.465 0.248  S12 1.739, N14 1.297, O17 1.353
14 N 1.127 2.610 0.369  C13 1.297, N15 1.388
15 N 0.715 2.699 1.692  N14 1.388, C16 1.290
16 C 1.104 1.606 2.256  N15 1.290, O17 1.348, H27 1.080
17 O 1.751 0.777 1.413  C13 1.353, C16 1.348
18 H 1.970 -1.359 0.483  C2 1.106
19 H 0.113 -2.499 -0.655  C3 1.094
20 H -0.556 -2.961 0.913  C3 1.094
21 H -2.204 -1.616 0.271  C4 1.099
22 H -1.985 -0.873 -1.868  C9 1.092
23 H -0.271 1.513 -1.263  C10 1.093
24 H -0.738 0.816 -2.785  C10 1.095
25 H 1.091 -1.110 -1.687  C11 1.089
26 H 1.323 -0.024 -3.041  C11 1.094
27 H 0.973 1.268 3.273  C16 1.080

The gap between HOMO and LUMO is 10.092 eV. The relative energy (zero: lowest compared OMol25 entry of this formula, charge and spin) is 0.0 kcal/mol. The largest force on an atom comes out at 0.67 eV Å⁻¹. Its LUMO energy is 0.006 hartree. The HOMO energy comes out at -9.93 eV. For the total energy, the calculation gives -1232.80193 Ha. Its SMILES is O=CC[C@H]1OC(=O)O[C@H]1CCSc1nnco1.



Here is one molecule with the formula C9H10N2OS at a distorted geometry from the OMol25 dataset. Energies are from the ωB97M-V functional and the def2-TZVPD basis.

Bonds (Å) are listed after each position.
Element x y z (Å)
1 C -1.638 -1.009 -2.369  C2 1.378, C3 1.414, H14 1.091
2 C -2.224 -1.365 -1.175  C1 1.378, C4 1.400, H15 1.058
3 C -0.548 -0.113 -2.471  C1 1.414, C5 1.363, H16 1.085
4 C -1.659 -0.857 0.001  C2 1.400, C6 1.345, H17 1.161
5 C 0.007 0.349 -1.315  C3 1.363, C6 1.469, C9 1.517
6 C -0.534 -0.121 -0.033  C4 1.345, C5 1.469, S13 2.112
7 C 0.261 2.473 -0.202  C9 1.491, N10 1.247, H18 1.105
8 C 1.365 -0.701 2.307  N11 1.269, S13 1.878, H19 1.122
9 C 0.951 1.520 -1.118  C5 1.517, C7 1.491, H20 1.118, H21 1.089
10 N 0.003 2.231 0.993  C7 1.247, S13 1.720
11 N 1.385 -0.899 3.561  C8 1.269, H22 1.010, H23 1.024
12 O -0.846 0.644 2.695  S13 1.453
13 S 0.252 0.704 1.746  C6 2.112, C8 1.878, N10 1.720, O12 1.453
14 H -2.163 -1.171 -3.311  C1 1.091
15 H -2.991 -2.094 -1.193  C2 1.058
16 H -0.139 0.114 -3.450  C3 1.085
17 H -2.057 -1.198 1.037  C4 1.161
18 H 0.148 3.502 -0.588  C7 1.105
19 H 2.327 -0.452 1.785  C8 1.122
20 H 1.697 1.150 -0.372  C9 1.118
21 H 1.284 1.994 -2.040  C9 1.089
22 H 2.067 -0.462 4.164  N11 1.010
23 H 0.429 -1.017 3.907  N11 1.024

The gap between HOMO and LUMO (spin up / spin down) is 7.813 / 7.813 eV. The relative energy (zero: lowest compared OMol25 entry of this formula, charge and spin) is 137.9 kcal/mol. The largest force on an atom comes out at 5.06 eV Å⁻¹. Its LUMO energy (spin up / spin down) is 0.006 / 0.006 hartree. The HOMO energy (spin up / spin down) comes out at -7.65 / -7.65 eV. For the total energy, the calculation gives -931.67880 Ha. Its SMILES is NC=[S@@]1(=O)N=CCc2ccccc21.